[1]
Molecular formula: C14H12O3
Method: DFT, the ωB97M-V functional and the def2-TZVPD basis

As for the structure (SMILES): CC(=O)[C@@]1(C)O[C@]12C(=O)C=Cc1ccccc12. Its multiplicity is 1. For the LUMO energy, the calculation gives -0.0294 Ha. The HOMO energy comes out at -8.95 eV.

The geometry in XYZ format:
```
29
C14H12O3 (the ωB97M-V functional and the def2-TZVPD basis)
C -1.78775 2.65672 1.39117
C -1.84651 1.40403 0.43245
O -2.68273 0.44989 0.66789
C -0.84172 1.38827 -0.68889
C -1.31087 1.85755 -2.00422
O 0.43316 1.83690 -0.38746
C 0.40543 0.44119 -0.72434
C 1.05289 0.01351 -2.03788
O 1.35700 0.91574 -2.83242
C 1.26868 -1.33212 -2.38004
C 1.26360 -2.38800 -1.45490
C 0.98486 -1.98531 -0.03343
C 1.44067 -2.88192 0.91324
C 1.31544 -2.47040 2.27738
C 0.77034 -1.23026 2.67380
C 0.40360 -0.30747 1.66179
C 0.53311 -0.67945 0.38326
H -1.22307 2.34744 2.22966
H -2.84671 2.90357 1.65022
H -1.30063 3.49570 0.90414
H -2.45992 1.92903 -2.04618
H -1.17591 1.10885 -2.81803
H -0.94715 2.80097 -2.30227
H 1.52021 -1.48415 -3.45139
H 1.48853 -3.32492 -1.66192
H 1.67538 -3.95436 0.72273
H 1.49588 -3.12564 3.14614
H 0.74881 -1.11018 3.77242
H 0.26540 0.72484 1.99708
```


[2]
Molecular formula: C4H31N2O12S
Method: DFT, the ωB97M-V functional and the def2-TZVPD basis

Its multiplicity is 1. For the LUMO energy, the calculation gives 0.0960 Ha. The HOMO energy comes out at -4.89 eV. Its net charge is -1.

The geometry in XYZ format:
```
50
C4H31N2O12S (the ωB97M-V functional and the def2-TZVPD basis)
O -2.07724 -0.24382 1.49372
C -2.13128 -1.24339 0.70706
C -1.10608 -1.21717 -0.49984
C -1.96503 -0.66176 -1.60434
S -3.60068 -1.05061 -0.79239
N 0.00547 -0.37530 -0.06845
C 0.83529 -0.88355 1.00143
N 1.09873 -2.33154 0.76148
H -2.48726 -2.25022 1.12148
H -0.78305 -2.22886 -0.61932
H -1.93380 -1.14920 -2.55720
H -1.89329 0.45491 -1.75442
H -0.31653 0.63946 0.02549
H 0.35765 -0.93034 2.01395
H 1.81045 -0.25432 1.14673
H 1.72510 -2.53144 0.04178
H 0.48391 -3.04738 1.02895
H -1.98493 -3.37982 -1.39533
H -1.49154 -4.30176 -0.22127
O -1.39880 -4.06468 -1.16042
H -0.95918 -0.64948 4.38200
H -1.35412 -0.94541 2.96349
O -1.33083 -1.28805 3.78217
H 3.41246 -0.37561 0.75124
H 3.93403 0.89005 0.16073
O 3.94927 0.43541 1.03499
H -1.19119 3.16388 -0.10909
H -1.61231 3.28215 -1.66652
O -0.75591 3.32149 -1.08268
H 2.50085 1.19867 1.67412
H 2.73258 1.85231 2.99012
O 2.00626 1.68627 2.39172
H 2.15586 -2.20826 -2.05064
H 3.12979 -1.72625 -1.14093
O 2.90154 -2.51307 -1.55804
H 0.89568 -0.64553 -3.37301
H -0.07127 -1.72682 -3.09798
O 0.83893 -1.57383 -3.05065
H -3.62751 2.58810 -0.56868
H -2.95317 1.88620 -1.86728
O -3.31766 2.69626 -1.48390
H -1.86364 1.38332 1.61985
H -1.39708 2.95030 2.24136
O -1.37459 2.30764 1.51961
H 1.79530 0.57818 -1.00488
H 2.11939 1.99034 -0.67741
O 2.48556 1.15535 -1.05882
H 0.83621 3.86640 -0.78928
H 1.28671 3.75543 0.65299
O 1.68096 3.71533 -0.25371
```


For each record above, in turn, the calculated M values are 228.25, 331.36 g mol⁻¹.
For each record above, in turn, the calculated electronic energy values are -20851.7593, -43036.6080 eV.
For each record above, in turn, the calculated energy above the lowest of the compared OMol25 structures with the same formula, charge and spin values are 317.3, 403.5 kJ/mol.